Entry 1:
A cluster of 9 separate species, C44H71F6N7P in total at a distorted geometry. Source: OMol25; level of theory: ωB97M-V with the def2-TZVPD basis set.

Properties
Gap between HOMO and LUMO = 6.658 eV
Relative energy (zero: lowest compared OMol25 entry of this formula, charge and spin) = 0.00 kJ/mol
Total charge = +1
DFT total energy = -82802.386 eV

```
129
C44H71F6N7P, DFT ωB97M-V with the def2-TZVPD basis set
C 0.6673 22.4254 -6.5019
C -0.0522 23.5380 -5.7395
C -1.5167 23.2584 -5.4448
N -2.2768 24.3620 -4.6365
C -2.1016 25.6958 -5.4419
C -3.0528 26.8238 -4.9534
C -4.4641 26.3845 -4.8927
C -4.6848 25.0361 -4.0758
C -3.8146 23.9787 -4.6203
C -1.7484 24.5216 -3.2121
H 0.2687 22.3157 -7.5104
H 0.5199 21.4992 -5.9464
H 1.7526 22.5249 -6.4862
H 0.0927 24.3866 -6.4081
H 0.5213 23.8232 -4.8575
H -1.5965 22.4255 -4.7462
H -2.1146 23.1347 -6.3477
H -2.2796 25.4538 -6.4896
H -1.0472 25.9653 -5.3801
H -2.9744 27.7305 -5.5532
H -2.7379 27.0923 -3.9450
H -4.8158 26.3756 -5.9244
H -5.1000 27.1616 -4.4686
H -5.7355 24.7539 -4.1430
H -4.5201 25.1423 -3.0036
H -4.0660 23.7139 -5.6474
H -3.7700 23.0504 -4.0508
H -2.3014 25.3584 -2.7854
H -0.6590 24.4937 -3.2361
H -1.9435 23.6810 -2.5462
C -4.6720 23.5657 4.0591
C -5.4334 24.6661 3.3386
C -4.4365 25.5738 2.5117
N -5.1131 26.6115 1.5727
C -3.9948 27.7518 1.2853
C -4.4431 28.6624 0.0994
C -4.9105 27.8719 -1.1543
C -6.0132 26.8798 -0.7950
C -5.5268 25.9286 0.3321
C -6.2581 27.3536 2.3079
H -4.1046 22.9302 3.3791
H -5.3220 22.8281 4.5298
H -3.9670 23.9603 4.7907
H -6.0229 25.3097 3.9916
H -6.1015 24.2510 2.5840
H -3.6298 25.0546 1.9943
H -3.8370 26.0895 3.2619
H -3.0536 27.2238 1.1323
H -3.8757 28.2605 2.2419
H -3.6469 29.3488 -0.1886
H -5.2332 29.3570 0.3851
H -4.0895 27.3174 -1.6088
H -5.2653 28.5681 -1.9142
H -6.2975 26.2891 -1.6658
H -6.9430 27.3783 -0.5213
H -4.5656 25.5790 -0.0445
H -6.2171 25.1232 0.5829
H -5.8300 27.8143 3.1981
H -7.0850 26.7139 2.6159
H -6.6133 28.2189 1.7483
P -4.6185 22.1642 -0.4351
F -6.1046 22.7599 -0.1841
F -4.5581 23.0323 -1.8222
F -4.0163 23.3860 0.5447
F -3.0743 21.7276 -0.7981
F -4.5650 21.2296 0.8909
F -5.1870 20.8826 -1.3608
N -4.7433 17.9818 0.5263
C -4.7659 16.8978 1.4158
C -5.6362 15.9558 0.9085
C -6.1825 16.4467 -0.2654
C -5.5328 17.6524 -0.5433
H -4.2154 18.8345 0.6463
H -4.1081 16.9530 2.2706
H -5.7235 14.9546 1.3041
H -7.0153 16.0304 -0.8125
H -5.5904 18.3020 -1.4043
N -7.7802 20.0632 0.8666
C -8.1141 18.9252 1.5780
C -9.4865 19.0907 1.9384
C -9.9542 20.2598 1.3077
C -8.8656 20.9022 0.7119
H -6.8657 20.2358 0.4742
H -7.3286 18.2008 1.7347
H -10.0868 18.4098 2.5236
H -10.9437 20.6799 1.4116
H -8.7348 21.9027 0.3269
N -4.2321 18.5356 4.5759
C -2.9370 18.1858 4.8120
C -2.2067 19.1529 4.2090
C -3.0195 19.9699 3.3997
C -4.2936 19.5353 3.6638
H -5.0636 18.0958 4.9437
H -2.5946 17.3670 5.4273
H -1.1319 19.2518 4.2467
H -2.6532 20.7555 2.7554
H -5.2758 19.9043 3.4077
N -0.1185 26.1106 1.0982
C -0.3375 24.7783 0.7748
C -0.9826 24.1699 1.8336
C -1.0416 25.1195 2.8341
C -0.5466 26.3256 2.3618
H 0.3932 26.7315 0.4877
H -0.1004 24.3377 -0.1823
H -1.3687 23.1614 1.8478
H -1.4584 24.8475 3.7926
H -0.3606 27.2874 2.8164
N -3.8448 20.2095 -3.7801
C -2.5077 19.9893 -3.5855
C -1.9137 19.7624 -4.8004
C -2.9003 19.6509 -5.7585
C -4.0723 20.0217 -5.1203
H -4.5009 20.2881 -3.0162
H -2.0443 20.1019 -2.6165
H -0.8603 19.5284 -4.7565
H -2.8076 19.3777 -6.7992
H -5.1062 20.1500 -5.4050
C -8.1917 20.1140 -4.1888
C -7.5626 21.1575 -3.5259
C -7.3292 22.3629 -4.1771
C -7.7350 22.5770 -5.4436
C -8.4497 21.5231 -6.1242
C -8.5964 20.3103 -5.5406
H -8.3438 19.1612 -3.7035
H -7.2964 21.0686 -2.4830
H -6.7625 23.0664 -3.5851
H -7.4968 23.5336 -5.8847
H -8.8409 21.6920 -7.1166
H -9.0005 19.4644 -6.0769
```

Here are the Löwdin charges for atoms 1 to 5, given in e: atom 1 (C): -0.079, atom 2 (C): -0.243, atom 3 (C): -0.097, atom 4 (N): -0.203, atom 5 (C): -0.073


Entry 2:
A cluster of 2 separate species, C18H24F3NO4 in total at a distorted geometry. Source: OMol25; level of theory: ωB97M-V with the def2-TZVPD basis set.

Properties
Gap between HOMO and LUMO = 4.037 eV
Total charge = 0
DFT total energy = -36885.827 eV

```
50
C18H24F3NO4, DFT ωB97M-V with the def2-TZVPD basis set
C -4.1578 -0.8592 2.8308
C -2.8073 -1.4456 2.5088
O -1.9394 -0.3261 2.2955
C -0.6714 -0.6159 1.9141
C 0.0688 0.6370 1.8634
C -0.6148 1.8854 2.1699
C 1.5078 0.6148 1.9758
O 2.2213 1.6195 1.9644
O 1.9780 -0.6309 2.0807
C 3.3241 -0.7564 2.5706
C 3.5834 -2.2331 2.4847
O -0.3078 -1.7432 1.6209
H -4.8553 -1.6851 2.9865
H -4.1057 -0.2539 3.7435
H -4.5321 -0.2149 2.0227
H -2.4338 -2.0404 3.3528
H -2.8301 -2.0643 1.6066
H 0.1486 2.6700 2.0849
H -1.4289 2.0835 1.4587
H -1.0396 1.9113 3.1943
H 4.0253 -0.1773 1.9497
H 3.3569 -0.3919 3.6074
H 4.6067 -2.4426 2.7997
H 2.8752 -2.7756 3.1298
H 3.4353 -2.5909 1.4609
C -1.9971 3.3957 -0.9101
N -1.4059 2.0766 -1.1809
C -2.3455 0.9451 -1.1940
C -0.1343 2.0067 -1.5306
C 0.4563 0.9318 -2.2882
C -0.2464 0.2116 -3.2900
C 0.3259 -0.8948 -3.9076
C 1.6390 -1.2540 -3.6062
C 2.2200 -2.5068 -4.2178
F 3.5760 -2.4143 -4.3854
F 1.9902 -3.6052 -3.4183
F 1.6833 -2.7894 -5.4492
C 2.4019 -0.4715 -2.7378
C 1.8177 0.6052 -2.0840
H -3.0452 3.2661 -0.6342
H -1.4573 3.8752 -0.0823
H -1.9302 4.0376 -1.8015
H -3.2391 1.2666 -0.6385
H -2.6473 0.6780 -2.2180
H -1.8987 0.0757 -0.6856
H 0.4776 2.8689 -1.2372
H -1.2404 0.5301 -3.6099
H -0.2481 -1.4704 -4.6347
H 3.4446 -0.7377 -2.5628
H 2.3954 1.1987 -1.3722
```

Here are the Löwdin charges for atoms 1 to 5, given in e: atom 1 (C): -0.082, atom 2 (C): -0.240, atom 3 (O): -0.068, atom 4 (C): -0.505, atom 5 (C): -0.166


Entry 3:
A structure of composition C22H30Br3N4O3Zr. Source: OMol25; level of theory: ωB97M-V with the def2-TZVPD basis set.

Properties
Gap between HOMO and LUMO = 8.258 eV
Relative energy (zero: lowest compared OMol25 entry of this formula, charge and spin) = 0.00 kJ/mol
Total charge = +3
DFT total energy = -246790.806 eV

```
63
C22H30Br3N4O3Zr, DFT ωB97M-V with the def2-TZVPD basis set
Zr -0.2476 -0.3416 -0.3103
Br 2.7541 1.9541 -0.2215
C 1.1003 2.7295 -0.6739
C 1.0600 4.0934 -0.9236
C -0.1547 4.6749 -1.2387
C -1.2958 3.8779 -1.2863
C -1.1595 2.5354 -1.0409
N 0.0238 1.9411 -0.7403
C -2.3382 1.6036 -1.0522
O -3.4720 1.9576 -0.9664
O -1.9325 0.3242 -1.1011
H 1.9687 4.6751 -0.8666
H -0.2132 5.7363 -1.4413
H -2.2744 4.2772 -1.5148
Br -1.4946 -2.5761 -1.6843
C -0.5376 -4.0118 -0.7842
Br 0.0448 -3.3694 0.9317
H 0.3187 -4.2821 -1.3882
H -1.2357 -4.8290 -0.6491
C -4.2336 1.8279 2.3713
N -4.3628 0.3904 2.7637
C -5.7081 -0.1452 2.3724
C -3.2656 -0.4659 2.1905
C -1.8742 -0.1065 2.6646
C -1.6157 0.2000 3.9913
C -0.3235 0.4962 4.4286
C 0.7398 0.4716 3.5452
C 0.4824 0.1295 2.2203
C -0.8031 -0.1539 1.7563
H -5.0205 2.3929 2.8640
H -4.3449 1.8929 1.2910
H -3.2598 2.1959 2.6824
H -4.3062 0.3388 3.7817
H -5.7878 -0.1009 1.2887
H -6.4757 0.4749 2.8274
H -5.7984 -1.1703 2.7219
H -3.3471 -0.3688 1.1072
H -3.5094 -1.4946 2.4625
H -2.4089 0.2107 4.7322
H -0.1550 0.7368 5.4697
H 1.7419 0.6974 3.8833
H 1.3510 0.0953 1.5429
C 1.3545 -0.1674 -3.4680
N 2.5413 -0.8551 -2.9734
C 3.6920 -1.0182 -3.8810
C 4.5455 -2.1798 -3.4200
C 4.9063 -2.0007 -1.9622
N 3.6936 -1.7562 -1.1598
C 3.7973 -2.0933 0.2585
C 2.6108 -1.2161 -1.6941
O 1.5579 -1.0230 -0.9393
H 0.4611 -0.7878 -3.3736
H 1.4942 0.0360 -4.5261
H 1.2175 0.7937 -2.9663
H 4.2641 -0.0876 -3.9069
H 3.2980 -1.2013 -4.8786
H 5.4531 -2.2300 -4.0189
H 4.0054 -3.1178 -3.5617
H 5.5974 -1.1672 -1.8164
H 5.3782 -2.8974 -1.5634
H 3.9568 -3.1656 0.3688
H 2.8944 -1.8112 0.7871
H 4.6510 -1.5690 0.6881
```

Here are the Löwdin charges for atoms 1 to 5, given in e: atom 1 (Zr): 1.588, atom 2 (Br): 0.927, atom 3 (C): -0.683, atom 4 (C): -0.049, atom 5 (C): 0.036


Entry 4:
The ion C4H8IN2 with charge +1 at a distorted geometry. Source: OMol25; level of theory: ωB97M-V with the def2-TZVPD basis set.

Properties
Gap between HOMO and LUMO (spin up / spin down) = 6.546 / 6.145 eV
Relative energy (zero: lowest compared OMol25 entry of this formula, charge and spin) = 32.71 kJ/mol
Total charge = +1
Spin multiplicity = 3
DFT total energy = -15347.390 eV

```
15
C4H8IN2, DFT ωB97M-V with the def2-TZVPD basis set
C -0.8293 1.2908 0.7744
C -0.1086 0.4128 -1.2232
C 0.7183 -0.1571 -0.1106
C 0.2803 -1.8196 0.2291
N 0.2320 0.4835 1.0588
N -0.9711 1.3652 -0.5030
I 2.9501 -0.1887 -0.0720
H -1.4331 1.7954 1.5641
H 0.6201 1.0075 -1.8868
H -0.6740 -0.2688 -1.8178
H 0.4894 -2.2516 -0.6537
H -0.8399 -1.6973 0.4998
H 0.8455 -2.0469 1.1001
H 0.4809 0.2282 2.0268
H -1.7608 1.8466 -0.9861
```

Here are the Löwdin charges for atoms 1 to 5, given in e: atom 1 (C): -0.068, atom 2 (C): -0.144, atom 3 (C): -0.825, atom 4 (C): -0.007, atom 5 (N): -0.003


Entry 5:
A cluster of 15 separate species, C37H104O15 in total at a distorted geometry. Source: OMol25; level of theory: ωB97M-V with the def2-TZVPD basis set.

Properties
Gap between HOMO and LUMO = 9.681 eV
Relative energy (zero: lowest compared OMol25 entry of this formula, charge and spin) = 154.91 kJ/mol
Total charge = 0
DFT total energy = -70764.521 eV

```
156
C37H104O15, DFT ωB97M-V with the def2-TZVPD basis set
C -5.4228 -0.2968 3.7752
C -4.9803 -0.2417 2.2828
O -5.9955 -0.7531 1.4723
H -5.6889 -1.3184 4.0464
H -6.3097 0.3269 3.8871
H -4.5843 0.0573 4.3749
H -4.1091 -0.8655 2.0826
H -4.7592 0.8000 2.0503
H -5.8464 -0.5315 0.5502
C 2.1384 3.7076 2.8679
C 3.3909 2.9482 3.2816
O 4.5516 3.3971 2.5478
H 2.3897 4.7641 2.9607
H 1.2836 3.6855 3.5438
H 1.8171 3.4593 1.8564
H 3.3673 1.8715 3.1133
H 3.6331 2.9848 4.3437
H 5.3172 2.9116 2.8637
C -1.1840 -1.2023 -4.8298
C -0.9350 -2.4643 -5.6681
O -1.3674 -2.1688 -7.0072
H -0.5295 -0.4061 -5.1843
H -0.8333 -1.3775 -3.8127
H -2.2580 -1.0168 -4.8188
H -1.5447 -3.2793 -5.2783
H 0.0876 -2.8269 -5.7721
H -0.9041 -1.3874 -7.3178
C 1.5314 -4.5950 1.5376
C 2.3420 -5.4620 0.5463
O 2.3134 -6.8032 0.9181
H 0.5200 -4.9252 1.7743
H 1.5775 -3.5454 1.2473
H 2.0339 -4.6557 2.5030
H 3.3852 -5.1730 0.6744
H 2.0732 -5.2446 -0.4874
H 3.1875 -7.1474 0.7206
C -2.1312 2.0947 -3.7324
C -2.6601 2.1471 -2.3011
O -2.6428 0.8410 -1.8585
H -1.1662 1.5896 -3.7743
H -1.9438 3.1078 -4.0884
H -2.9026 1.7292 -4.4102
H -3.7143 2.4236 -2.3192
H -2.1039 2.7472 -1.5809
H -1.7625 0.6035 -1.5583
C 1.5060 -3.6319 -3.2222
C 1.0879 -5.0802 -3.3563
O 0.1835 -5.4716 -2.3135
H 0.6567 -2.9751 -3.0337
H 2.1519 -3.2745 -4.0241
H 2.1378 -3.5249 -2.3405
H 1.9608 -5.7314 -3.4035
H 0.4675 -5.2529 -4.2358
H -0.1824 -6.3298 -2.5399
C 4.4241 3.2009 -2.2585
C 4.1059 4.4942 -3.0589
O 3.6640 4.0997 -4.3298
H 4.7899 3.5093 -1.2792
H 5.1263 2.5551 -2.7858
H 3.5395 2.5931 -2.0687
H 5.0525 5.0185 -3.1896
H 3.4113 5.1795 -2.5732
H 4.0570 4.7331 -4.9347
C 3.3695 -0.2494 -3.8154
C 2.6432 0.9600 -4.2957
O 3.3856 1.5948 -5.2939
H 2.7576 -0.9609 -3.2609
H 4.1395 0.2025 -3.1902
H 3.7849 -0.7952 -4.6626
H 2.3609 1.5747 -3.4410
H 1.6813 0.6881 -4.7306
H 3.4359 2.4990 -4.9755
C -3.4356 -2.4720 -0.5490
C -2.6529 -3.6329 -1.2612
C -3.0214 -3.9565 -2.7164
O -1.2485 -3.3338 -1.2850
H -3.3018 -2.5882 0.5265
H -4.5116 -2.5219 -0.7157
H -3.1316 -1.4656 -0.8370
H -2.7321 -4.5507 -0.6785
H -2.8674 -3.0597 -3.3165
H -4.0797 -4.2110 -2.7729
H -2.4851 -4.8208 -3.1081
H -0.8104 -4.0876 -1.6868
C -2.3347 5.3561 2.1936
C -2.3754 4.2590 1.1979
C -3.3622 3.1215 1.5343
O -2.6464 4.8675 -0.0634
H -1.7477 6.1921 1.8134
H -1.8849 5.1624 3.1674
H -3.3450 5.7522 2.2962
H -1.3569 3.8709 1.1883
H -3.0596 2.6159 2.4513
H -3.4874 2.4035 0.7238
H -4.3884 3.4343 1.7274
H -1.8694 5.3734 -0.3125
C 3.6758 -1.6885 2.2912
C 5.0290 -1.1264 1.8704
C 4.8391 0.0340 0.8530
O 5.7823 -0.7787 3.0083
H 3.1944 -1.0263 3.0108
H 3.8950 -2.6518 2.7517
H 3.1032 -1.8966 1.3874
H 5.5928 -1.9295 1.3957
H 4.0926 -0.0599 0.0643
H 5.8007 0.2248 0.3766
H 4.4664 0.9341 1.3419
H 6.0134 -1.5289 3.5609
C -1.8305 -3.3526 3.4104
C -3.2362 -3.7281 3.9159
C -3.9076 -4.7680 2.9737
O -3.1558 -4.2506 5.1631
H -1.9114 -2.6069 2.6195
H -1.3012 -4.2161 3.0076
H -1.2147 -2.9262 4.2023
H -3.8872 -2.8600 4.0190
H -4.9069 -5.0586 3.2979
H -3.3275 -5.6809 2.8392
H -4.0688 -4.3652 1.9738
H -2.6145 -5.0411 5.1016
C -1.7098 0.4421 4.2901
C -0.6172 0.7516 5.2757
C 0.6763 0.1588 4.8562
O -0.4842 2.1484 5.3441
H -2.6868 0.7380 4.6724
H -1.7225 -0.6461 4.2286
H -1.5102 0.8826 3.3133
H -0.9743 0.4194 6.2505
H 1.4218 0.5295 5.5596
H 1.0069 0.4857 3.8703
H 0.8117 -0.9227 4.8458
H -1.2918 2.5951 5.6082
C 0.8855 1.1887 0.1115
C 0.3804 -0.2336 -0.0869
C -0.5638 -0.6182 1.0621
O -0.3025 -0.3923 -1.2837
H 0.0425 1.8747 0.0287
H 1.6048 1.5454 -0.6258
H 1.2951 1.3221 1.1128
H 1.2454 -0.8935 -0.0205
H -0.1389 -0.3668 2.0339
H -0.7724 -1.6869 1.1131
H -1.5805 -0.2264 1.0911
H -0.6429 -1.2899 -1.2885
C 1.1280 4.8185 -0.3075
C 0.6542 5.5261 -1.5608
C 0.4744 4.5432 -2.7210
O -0.5638 6.1862 -1.1906
H 0.3815 4.0984 0.0275
H 1.2922 5.5158 0.5140
H 2.0200 4.2716 -0.6128
H 1.4241 6.2510 -1.8254
H 0.0944 5.0637 -3.6001
H -0.2112 3.7227 -2.5095
H 1.3985 4.0193 -2.9654
H -0.8116 6.6834 -1.9735
```

Here are the Löwdin charges for atoms 1 to 5, given in e: atom 1 (C): -0.056, atom 2 (C): -0.319, atom 3 (O): -0.073, atom 4 (H): 0.065, atom 5 (H): 0.076


Entry 6:
The molecule C10H18N4O5 at a distorted geometry. Source: OMol25; level of theory: ωB97M-V with the def2-TZVPD basis set.

Properties
Gap between HOMO and LUMO = 9.641 eV
Relative energy (zero: lowest compared OMol25 entry of this formula, charge and spin) = 75.14 kJ/mol
SMILES string = NC(=O)CC[C@H](NC(=O)[C@@H](N)CCC(N)=O)C(=O)O
Total charge = 0
DFT total energy = -26861.833 eV

```
37
C10H18N4O5, DFT ωB97M-V with the def2-TZVPD basis set
N -1.7207 0.4771 -3.4092
C -0.8632 0.7654 -4.4312
O -1.2754 0.9163 -5.5638
C 0.5147 1.2228 -4.0092
C 0.8473 1.0352 -2.5230
C 1.1223 -0.4543 -2.0839
N 1.0572 -0.6500 -0.6268
C -0.1178 -0.4653 -0.0122
O -1.1218 -0.0025 -0.5454
C -0.0948 -0.9552 1.4069
N 1.2449 -1.4980 1.7477
C -0.7142 0.0791 2.3245
C -1.0575 -0.4529 3.7166
C -1.2624 0.6985 4.7051
N -2.1785 0.5089 5.6960
O -0.6261 1.7574 4.6457
C 2.4923 -0.9236 -2.6343
O 2.6613 -1.4910 -3.6682
O 3.5349 -0.5746 -1.8282
H -1.6159 0.4738 -2.3461
H -2.6537 0.2985 -3.7566
H 0.5652 2.2575 -4.3513
H 1.2159 0.6821 -4.6535
H 0.0498 1.4355 -1.9044
H 1.6924 1.6705 -2.2583
H 0.3719 -1.1047 -2.5078
H 1.6919 -1.2218 -0.1670
H -0.7709 -1.7898 1.3980
H 1.8181 -0.8151 2.1893
H 1.1301 -2.2380 2.4255
H -1.5884 0.5278 1.8595
H 0.0370 0.8745 2.4923
H -0.2750 -1.1139 4.1133
H -1.9778 -1.0235 3.7310
H -2.4415 1.3892 6.2411
H -2.8899 -0.1853 5.6523
H 3.1985 -0.1107 -1.0648
```

Here are the Löwdin charges for atoms 1 to 5, given in e: atom 1 (N): 0.155, atom 2 (C): -0.557, atom 3 (O): 0.039, atom 4 (C): -0.091, atom 5 (C): -0.118